Model one:
{"formula": "C19H26N4O2S", "method": "ωB97M-V/def2-TZVPD", "smiles": "Cc1cccc(C)c1NC(=O)[C@H](C)Sc1nnc(C)n1C[C@@H]1CCCO1", "species": ["C", "C", "C", "C", "C", "C", "C", "C", "N", "C", "O", "C", "C", "S", "C", "N", "N", "C", "C", "N", "C", "C", "C", "C", "C", "O", "H", "H", "H", "H", "H", "H", "H", "H", "H", "H", "H", "H", "H", "H", "H", "H", "H", "H", "H", "H", "H", "H", "H", "H", "H", "H"], "positions_angstrom": [[4.97083, 1.99244, -0.76256], [5.00041, 0.57606, -0.28524], [6.18330, -0.15238, -0.31077], [6.23332, -1.45013, 0.15992], [5.09322, -2.04472, 0.67072], [3.89179, -1.35499, 0.70097], [2.64775, -1.99605, 1.24175], [3.85419, -0.04595, 0.21116], [2.62191, 0.64931, 0.26300], [1.96108, 1.15735, -0.80319], [2.37955, 1.17303, -1.93774], [0.61043, 1.76984, -0.43527], [0.77361, 3.03764, 0.38724], [-0.36243, 0.50159, 0.47416], [-1.94793, 1.19969, 0.31832], [-2.22632, 2.35825, -0.20789], [-3.55373, 2.53982, -0.08945], [-4.06839, 1.50327, 0.50412], [-5.49010, 1.33584, 0.87267], [-3.07976, 0.59148, 0.79002], [-3.19473, -0.70843, 1.38759], [-3.58467, -1.81427, 0.38417], [-2.61891, -1.96749, -0.80041], [-3.55766, -2.29817, -1.95818], [-4.78510, -1.47765, -1.57552], [-4.87392, -1.56939, -0.16287], [4.45183, 2.05012, -1.71908], [4.43253, 2.62485, -0.05745], [5.98004, 2.37620, -0.88613], [7.07718, 0.31331, -0.69887], [7.16251, -1.99941, 0.13404], [5.13250, -3.05825, 1.04240], [2.35571, -1.53874, 2.18879], [1.81822, -1.88219, 0.54453], [2.81347, -3.05561, 1.41664], [2.09250, 0.52634, 1.11581], [0.05197, 1.98063, -1.34860], [1.25778, 2.83126, 1.34034], [-0.20293, 3.48199, 0.56508], [1.38175, 3.74701, -0.17060], [-5.60641, 1.41659, 1.95409], [-6.06611, 2.12352, 0.39725], [-5.85471, 0.36115, 0.55578], [-3.96158, -0.66351, 2.16537], [-2.23241, -0.96635, 1.83874], [-3.64584, -2.74990, 0.95956], [-1.87082, -2.73449, -0.61691], [-2.10874, -1.02614, -1.00125], [-3.15358, -2.01856, -2.92749], [-3.80247, -3.36080, -1.96147], [-5.71972, -1.85763, -1.99045], [-4.66041, -0.42736, -1.87685]]}

---

Model two:
{"formula": "C19H26N4O2S", "method": "ωB97M-V/def2-TZVPD", "smiles": "CC(C)NC(=O)Cn1c(SCC(=O)NC2CCCC2)nc2ccccc21", "species": ["C", "C", "C", "N", "C", "O", "C", "N", "C", "S", "C", "C", "O", "N", "C", "C", "C", "C", "C", "N", "C", "C", "C", "C", "C", "C", "H", "H", "H", "H", "H", "H", "H", "H", "H", "H", "H", "H", "H", "H", "H", "H", "H", "H", "H", "H", "H", "H", "H", "H", "H", "H"], "positions_angstrom": [[3.14477, 1.55868, -0.32027], [2.02241, 2.35971, 0.32181], [2.42859, 3.81642, 0.54583], [0.84354, 2.29785, -0.53362], [-0.38454, 2.60246, -0.09218], [-0.64731, 2.91590, 1.04855], [-1.48720, 2.46620, -1.16658], [-1.98227, 1.11709, -1.16970], [-1.50479, 0.06886, -1.89686], [-0.22557, 0.27972, -3.06575], [0.43421, -1.41863, -3.11260], [1.05927, -1.72024, -1.75106], [2.18968, -1.36288, -1.48790], [0.23125, -2.39179, -0.93164], [0.45463, -2.57227, 0.49411], [1.83055, -3.18419, 0.82986], [2.56951, -2.12000, 1.64249], [1.44860, -1.36987, 2.35560], [0.38690, -1.23877, 1.26893], [-2.08303, -1.07238, -1.63001], [-2.99350, -0.79035, -0.64031], [-3.86897, -1.63044, 0.03622], [-4.66575, -1.06395, 1.00901], [-4.59827, 0.29692, 1.31368], [-3.73508, 1.14773, 0.65223], [-2.93706, 0.58661, -0.32993], [3.98993, 1.49516, 0.35934], [2.82466, 0.54900, -0.56645], [3.47696, 2.04599, -1.23520], [1.73933, 1.92343, 1.28723], [2.67580, 4.29112, -0.40154], [3.29551, 3.86425, 1.19864], [1.61066, 4.36003, 1.01103], [0.99298, 2.04881, -1.50025], [-2.30788, 3.13847, -0.90620], [-1.10638, 2.71329, -2.16026], [-0.37841, -2.09134, -3.37701], [1.20202, -1.39963, -3.88444], [-0.74387, -2.42203, -1.22064], [-0.34290, -3.24109, 0.82859], [2.37144, -3.44781, -0.07573], [1.69176, -4.08864, 1.42252], [3.29249, -2.55442, 2.33088], [3.09055, -1.44561, 0.96403], [1.76516, -0.40296, 2.74298], [1.06393, -1.96669, 3.18462], [-0.61003, -1.04106, 1.66222], [0.65559, -0.42373, 0.59534], [-3.91679, -2.68173, -0.19919], [-5.35814, -1.68720, 1.55503], [-5.23539, 0.69200, 2.09031], [-3.66951, 2.19403, 0.90428]]}

---

Most stable: model two. Least stable: model one.

---

Model one:
{"formula": "C6H11FO", "method": "ωB97M-V/def2-TZVPD", "smiles": "C[C@@H]1CC[C@@H](CF)O1", "species": ["C", "C", "C", "C", "C", "C", "F", "O", "H", "H", "H", "H", "H", "H", "H", "H", "H", "H", "H"], "positions_angstrom": [[-2.14177, -0.82706, -1.33554], [-0.68469, -0.38018, -1.17675], [0.17886, -1.37589, -0.39142], [0.00119, -0.89272, 1.05090], [-0.12998, 0.61728, 0.88373], [1.18800, 1.36354, 1.04588], [2.18393, 0.73804, 0.30795], [-0.64151, 0.83830, -0.41992], [-2.60798, -1.09719, -0.34982], [-2.19883, -1.70145, -2.00596], [-2.70840, -0.02968, -1.74395], [-0.25863, -0.17970, -2.14919], [1.22860, -1.30731, -0.67708], [-0.15751, -2.41448, -0.53798], [-0.87685, -1.29627, 1.50104], [0.83287, -1.17927, 1.71629], [-0.83797, 1.05765, 1.60376], [1.50721, 1.37411, 2.09531], [1.08456, 2.39491, 0.67454]]}

---

Model two:
{"formula": "C6H11FO", "method": "ωB97M-V/def2-TZVPD", "species": ["C", "C", "C", "C", "C", "C", "O", "F", "H", "H", "H", "H", "H", "H", "H", "H", "H", "H", "H"], "positions_angstrom": [[2.75688, -1.02625, -0.52682], [2.89006, 0.30786, -0.43983], [-2.31743, 0.42911, -0.81815], [-1.42628, -0.60794, -0.00448], [-1.02791, -0.29526, 1.44065], [-0.00518, 0.83836, 1.67873], [0.44303, 1.44291, 0.60398], [3.85505, 0.98796, -1.16361], [3.42664, -1.70709, -0.96102], [1.94745, -1.36023, 0.15781], [-2.60494, 1.27569, -0.22251], [-1.55118, 0.90553, -1.64762], [-3.27537, 0.00802, -1.19674], [-2.08652, -1.47221, 0.05653], [-0.43466, -0.87070, -0.57485], [-1.98205, 0.05086, 1.91041], [-0.69086, -1.19460, 1.93234], [2.13823, 0.95105, 0.08049], [-0.05493, 1.33693, -0.30531]]}

---

Most stable: model one. Least stable: model two.